1.
79
Properties=species:S:1:pos:R:3:forces:R:3:mulliken_spin:R:1 method="wB97M-V/def2-TZVPD" mol_weight_g_mol=789.479 orbital_gap_ev="8.27 / 8.31" spin_multiplicity=2 lumo_energy_ev="-0.2 / -0.2" homo_ev="-8.449 / -8.477" de_lowest_kj_mol=9.6
Br -4.530378 -3.136738 2.522672 -0.0012 0.0071 -0.0078 0.0001
Fe -0.698583 -0.972115 0.393925 1.3552 1.4212 -0.7507 1.2056
S -3.305354 2.477356 -0.972692 0.0054 0.0066 0.0578 -0.0007
F -0.647387 0.561079 2.687267 -0.1004 -0.0573 -0.0444 -0.0046
F -1.192855 -1.462601 3.180381 0.0346 0.0856 -0.1539 -0.0017
F -2.635485 -0.167175 2.207780 -0.0125 -0.0490 0.2563 0.0010
O 1.335826 -4.469673 0.703755 -0.0294 -0.0677 0.0181 -0.0012
O 0.395469 -2.480730 0.803600 -0.7187 -0.2931 0.1515 -0.0168
N 4.951040 1.234337 -2.215617 -0.0119 -0.0152 -0.0073 0.0000
N 1.423172 -0.008458 0.739048 0.0380 -0.4342 0.0861 0.0106
N -1.379950 1.026802 -0.039789 -0.2855 -0.2855 0.1384 0.0119
N -1.963600 -3.674663 1.696749 0.0362 -0.0377 0.1294 0.0100
N 0.144494 -1.228650 -1.625058 -0.2125 0.0163 0.0342 -0.0038
C 2.197114 0.392726 -0.261748 -0.0401 0.1718 -0.0094 -0.0044
C 1.845343 3.976345 2.934884 -0.0077 -0.0085 0.0066 0.0000
C 1.182432 -2.040268 -1.868069 0.0430 0.0050 -0.0048 0.0025
C -0.987838 2.360433 0.153305 0.0246 0.0077 -0.0416 0.0038
C -2.129219 -6.427499 1.883701 0.0138 -0.0368 -0.0260 -0.0003
C -4.944418 -1.747692 -1.564721 -0.0229 0.0607 0.0008 0.0105
C -0.373573 -0.570317 -2.664165 0.0402 0.0245 -0.0501 0.0006
C 4.345376 0.883857 -1.304408 0.0463 0.0394 -0.0214 -0.0002
C -3.060202 -4.263885 2.102773 0.0646 -0.0074 -0.0235 0.0027
C 4.193915 0.090468 1.028389 -0.0203 -0.0006 0.0034 0.0002
C -4.486308 -0.475595 -1.293110 -0.0589 -0.0641 -0.0848 -0.0066
C -2.584797 0.968830 -0.552282 0.0678 0.2322 0.0945 -0.0117
C 1.779775 -1.648972 -5.586276 0.0050 -0.0048 -0.0226 -0.0001
C 3.582909 0.452181 -0.168250 -0.0583 0.0078 0.0444 -0.0041
C 0.404083 4.196951 0.888467 0.0266 -0.0396 -0.0250 0.0005
C -1.911113 3.291260 -0.340981 0.0373 -0.0581 -0.0227 0.0014
C 2.013537 -0.352509 1.887600 0.0023 -0.0376 -0.0319 0.0055
C 0.361698 -3.765425 0.927060 0.2611 0.1417 -0.0796 0.0022
C -0.919277 -4.439824 1.382074 -0.0127 0.0131 0.1015 0.0075
C -2.831340 -2.644103 -0.812409 0.2297 -0.0458 -0.1413 -0.0289
C 0.116649 -0.675441 -3.952510 0.0225 0.0022 0.0087 -0.0020
C -1.678272 4.655254 -0.266264 -0.0317 0.0201 0.0012 -0.0007
C 3.386271 -0.307246 2.075857 0.0169 0.0180 -0.0103 0.0012
C 1.704058 6.177812 1.798234 0.0038 0.0104 -0.0073 0.0000
C -2.360983 -1.376335 -0.458869 -0.5533 -1.0512 0.0819 -0.0713
C -3.204803 -0.314796 -0.767197 0.1120 0.2576 -0.0522 0.0086
C 1.722221 -2.206461 -3.129280 -0.0065 0.0286 0.0090 -0.0015
C 1.195516 -1.511516 -4.212951 -0.0091 0.0103 0.0370 0.0010
C 1.690800 4.665190 1.571665 -0.0131 0.0003 0.0213 -0.0002
C -0.955035 -5.823343 1.459032 -0.0001 -0.0006 0.0107 -0.0002
C -0.516092 5.095659 0.335795 -0.0089 0.0162 0.0264 0.0018
C -1.329479 -0.545617 2.189751 -0.1749 0.1574 0.3033 -0.1157
C -3.214308 -5.639797 2.220448 -0.0466 0.0397 0.0048 0.0003
C 0.154630 2.834815 0.791867 -0.0513 0.0381 -0.0403 -0.0010
C -4.095733 -2.829695 -1.347490 0.0231 0.0063 -0.0070 -0.0075
C 2.883116 4.292503 0.680560 0.0233 0.0090 0.0135 0.0001
H 0.825476 2.135055 1.249092 0.0606 -0.1057 0.0237 -0.0001
H -2.196157 -3.509775 -0.679595 -0.0545 0.0354 -0.0301 -0.0033
H 1.963717 2.896015 2.838214 -0.0150 -0.0022 -0.0019 0.0001
H -4.431234 -3.830123 -1.592664 0.0133 -0.0084 0.0026 -0.0007
H 3.807287 -0.598359 3.027170 -0.0032 -0.0033 0.0001 0.0000
H 1.704076 0.699039 -1.175942 0.0037 -0.0286 -0.0039 0.0027
H 2.914200 3.217015 0.500570 0.0083 -0.0329 0.0038 -0.0002
H 0.977448 4.162344 3.569649 0.0021 0.0065 -0.0007 0.0000
H 2.605623 6.454868 2.346801 0.0054 -0.0053 -0.0093 0.0000
H -5.940785 -1.900422 -1.957301 0.0014 0.0010 -0.0027 0.0006
H -5.116680 0.385356 -1.485240 0.0191 0.0173 -0.0003 -0.0003
H 1.161468 -1.154409 -6.333312 0.0000 -0.0007 0.0026 0.0000
H 1.712318 6.729706 0.856660 -0.0104 -0.0005 0.0019 0.0000
H 1.597952 -2.558026 -1.014604 -0.0607 -0.0509 0.0469 -0.0022
H 0.842266 6.504002 2.383590 0.0076 -0.0025 0.0104 0.0000
H -0.347691 -0.103112 -4.744946 0.0000 -0.0059 -0.0041 0.0000
H -2.202495 -7.505504 1.948181 0.0117 0.0001 0.0188 0.0000
H 5.270594 0.124630 1.124411 0.0010 -0.0008 -0.0006 0.0000
H 2.822543 4.794298 -0.287021 -0.0075 -0.0059 -0.0011 0.0000
H -0.072158 -6.384584 1.191912 -0.0100 -0.0032 -0.0070 -0.0001
H -4.149527 -6.061395 2.557744 0.0013 -0.0027 0.0012 0.0001
H -0.340941 6.159858 0.397311 -0.0030 -0.0063 -0.0053 -0.0001
H 2.561204 -2.878794 -3.254951 0.0013 -0.0003 -0.0061 -0.0001
H 2.775503 -1.203292 -5.618522 -0.0003 0.0003 0.0027 0.0000
H -2.397827 5.363175 -0.656107 -0.0026 -0.0081 -0.0094 -0.0001
H 1.357964 -0.684480 2.679070 -0.0009 -0.0292 0.0119 -0.0020
H -1.213290 0.077333 -2.456035 -0.0131 -0.0236 -0.0114 0.0012
H 1.882488 -2.699266 -5.860159 0.0016 0.0006 0.0044 0.0001
H 2.732442 4.359250 3.443593 0.0011 -0.0025 -0.0034 0.0000
H 3.821154 4.582879 1.159927 -0.0030 0.0080 -0.0086 0.0000

2.
104
Properties=species:S:1:pos:R:3:forces:R:3:mulliken_spin:R:1 method="wB97M-V/def2-TZVPD" mol_weight_g_mol=850.322 orbital_gap_ev="4.24 / 4.59" spin_multiplicity=3 lumo_energy_ev="-0.5 / -2.3" homo_ev="-4.776 / -6.889" de_lowest_kj_mol=0.0
Pd 13.324429 -14.050545 -7.027958 0.0914 -0.9839 0.7789 -0.0095
Se 11.922527 -15.931574 -9.593042 -0.7279 -0.5198 0.2242 0.0001
N 9.278873 -15.536134 -8.644830 -0.2436 -0.5814 0.5043 0.0000
N 11.610784 -14.189682 -5.893618 -0.0994 1.1365 -0.1182 -0.0631
N 13.978490 -15.776927 -6.119848 0.4974 -1.1224 -0.0227 0.0617
N 10.040839 -17.510130 -8.019961 -0.9669 -0.6978 0.6685 -0.0026
N 12.732248 -12.325613 -7.831581 -0.5964 1.6297 -0.7032 0.0576
N 15.041460 -13.998282 -8.095555 1.8018 -0.2483 -0.6009 -0.0829
C 15.677298 -19.266759 -8.086685 -0.4056 -0.2863 -0.2147 0.0085
C 13.277006 -16.597106 -5.240338 -0.0705 0.6874 -0.1731 0.2200
C 11.499700 -11.710190 -7.654126 -0.8359 -2.0513 1.1084 -0.0119
C 13.526517 -19.072687 -4.257813 -0.7425 0.5563 0.0582 -0.0015
C 18.606482 -14.976938 -8.848081 0.0368 -1.0519 -0.7787 -0.0035
C 12.102427 -16.223747 -4.554057 1.3845 -0.4026 -0.5948 -0.0128
C 8.652097 -11.275520 -4.385309 -0.2413 -0.3242 0.2778 0.0115
C 12.859627 -9.498482 -10.311591 1.0734 -1.0646 -0.4133 0.0044
C 17.252906 -14.341372 -8.791636 -0.8514 0.5715 -0.0028 0.0410
C 8.291606 -16.053056 -7.795164 -0.1797 -0.3988 0.2587 0.0011
C 10.921165 -18.707161 -7.803316 -1.1149 1.2469 -0.1636 0.0052
C 9.675046 -13.550942 -4.814393 0.5653 -0.8469 0.4926 0.0760
C 9.676203 -15.391845 -2.889259 0.0202 1.8957 0.5810 0.0026
C 10.194312 -14.637577 -4.109452 0.0877 -0.0570 -1.0155 0.0807
C 6.737047 -17.655197 -6.135898 1.1197 -0.0788 -0.4605 -0.0001
C 14.651615 -11.855908 -9.294505 -0.7658 0.4160 -0.2907 -0.0391
C 13.371833 -11.566839 -8.802771 0.9036 -1.2470 0.6741 0.2437
C 10.452357 -12.204046 -6.869832 0.7373 0.5315 -0.7782 0.2160
C 10.338933 -16.400557 -8.746474 0.6054 0.5657 -0.0019 -0.0011
C 7.998116 -18.164789 -6.561210 -0.1562 0.1715 -0.0123 0.0023
C 13.921380 -17.922132 -5.164901 1.3482 -0.2178 -1.0913 -0.0055
C 17.289490 -12.258683 -11.754544 0.1207 0.5987 0.0447 0.0060
C 8.412100 -12.797651 -4.512901 0.8050 0.3253 -0.3208 0.0010
C 14.950329 -17.909035 -6.105457 -1.0841 -0.3332 2.0193 0.0693
C 13.927646 -8.457552 -9.960461 0.1439 -0.8497 -0.3668 -0.0022
C 7.078900 -15.523553 -7.317998 0.3818 -1.5401 -0.1384 0.0002
C 13.725396 -18.837911 -2.745067 0.6995 -0.2984 0.3881 0.0032
C 16.110232 -16.110265 -7.400477 -0.1649 -1.5099 1.0611 0.1134
C 17.583066 -12.216831 -10.246298 -0.3024 0.5659 0.3671 -0.0123
C 15.415064 -12.968048 -8.955760 0.8685 -0.8471 0.7140 0.2318
C 6.288170 -16.395692 -6.519800 0.7570 0.4713 -0.7819 0.0006
C 10.134013 -9.680040 -8.524224 0.7631 0.9636 -0.0401 0.0044
C 15.840513 -19.027767 -6.579632 0.4841 1.3268 -0.0038 -0.0029
C 12.528701 -10.464050 -9.213040 -0.8746 0.5009 0.1002 -0.0514
C 16.800823 -13.170852 -9.389464 0.2115 -1.0010 0.4414 0.0806
C 11.414681 -15.048385 -4.819931 -1.5915 1.0121 -0.1010 0.2109
C 9.015926 -10.222438 -9.411515 -0.1949 0.9184 -0.3836 0.0087
C 10.591223 -13.259795 -5.911280 0.5697 -1.8056 0.7100 0.1603
C 11.372146 -10.532682 -8.483101 0.7311 0.1155 -1.0761 0.0636
C 8.450896 -16.294875 -3.083568 0.9576 -0.7686 0.3799 0.0076
C 8.739335 -17.361376 -7.417117 0.7673 1.2411 -0.5067 -0.0019
C 16.151493 -14.865787 -8.015591 -1.6851 2.6365 -0.9446 0.2065
C 19.204489 -15.473884 -7.513486 0.7498 1.1559 0.5769 0.0054
C 15.078426 -16.535139 -6.582395 -0.7774 0.7035 -0.6791 0.0539
H 18.610470 -15.918106 -9.488503 -0.3353 1.0967 0.3506 0.0049
H 8.255292 -16.836540 -2.138992 -0.2212 0.4527 -0.3345 -0.0010
H 15.095202 -11.188329 -10.050649 -0.4156 -0.3183 0.4751 -0.0263
H 19.426902 -14.625850 -6.796056 -0.4489 -0.8715 -0.7202 -0.0011
H 9.459448 -11.742385 -6.987138 0.7975 -0.1697 0.3041 0.0490
H 9.745456 -9.593395 -7.490132 0.2976 0.2865 -0.4705 0.0020
H 18.590556 -16.228870 -6.984107 0.5195 0.6152 -0.3996 -0.0007
H 13.230119 -10.073779 -11.214018 -0.6390 0.5058 0.8444 -0.0015
H 11.711512 -16.873443 -3.763866 0.2673 0.1832 -0.4917 -0.0117
H 13.543460 -7.858299 -9.158994 0.1724 0.4459 0.5901 0.0019
H 7.596024 -15.737626 -3.418566 -0.4756 0.2575 0.0137 -0.0003
H 16.457095 -19.935550 -8.432685 0.1906 -0.0909 -0.1775 0.0004
H 10.461247 -8.654976 -8.904502 -0.6647 -1.1330 0.6609 0.0013
H 13.235296 -17.927645 -2.390481 0.1171 -0.0239 -0.1183 -0.0021
H 14.813340 -18.778894 -2.481373 -0.9055 0.0459 -0.2278 0.0013
H 10.507330 -19.559616 -8.342457 0.0385 0.0480 -0.0641 -0.0001
H 5.278129 -16.100464 -6.272968 0.0751 0.1512 0.2835 0.0000
H 6.724904 -14.547800 -7.620018 0.0100 0.0081 0.0296 0.0002
H 11.942669 -9.008074 -10.554045 -0.5686 0.4383 -0.5394 0.0002
H 9.548827 -11.098079 -3.772434 -0.4984 0.1900 -0.0011 -0.0016
H 8.147965 -9.555179 -9.337774 0.1584 0.0512 -0.0836 0.0004
H 14.143349 -19.923248 -4.543622 -0.3663 -0.2284 -0.0715 -0.0003
H 14.878379 -8.956892 -9.686613 -0.5124 0.4700 0.0236 0.0002
H 18.665112 -12.337952 -10.072636 -0.4200 0.0831 0.0229 0.0003
H 16.279714 -12.581293 -11.958007 -0.4917 0.1425 0.0385 0.0023
H 17.445829 -11.244277 -12.175888 -0.0805 -0.6604 0.0205 -0.0005
H 8.820169 -10.815171 -5.352896 0.1828 -0.0618 -0.0738 -0.0046
H 17.909487 -12.965416 -12.285532 0.4113 -0.1649 -0.0787 -0.0019
H 19.258093 -14.265634 -9.390288 0.0621 -0.4467 0.5198 0.0007
H 8.407476 -19.144081 -6.253795 -0.5328 0.6208 -0.0963 0.0002
H 14.091794 -7.830830 -10.832656 0.1623 0.1729 -0.0074 0.0003
H 9.334663 -10.211065 -10.469949 -0.2230 -0.4590 0.4816 -0.0004
H 20.180471 -15.909674 -7.763291 -0.1921 -0.0987 0.2422 0.0012
H 7.982064 -13.234731 -3.611177 -0.1783 0.2111 -0.0027 0.0010
H 10.544048 -15.936779 -2.461594 -0.7313 0.2701 -0.0335 0.0033
H 7.735238 -12.957898 -5.345437 -0.4909 -0.1548 -0.0671 -0.0001
H 8.631084 -17.079314 -3.821160 0.1271 0.1187 -0.1735 -0.0001
H 9.281140 -14.643822 -9.126778 0.0969 -0.2869 0.3115 0.0007
H 12.434447 -19.300988 -4.371981 0.8722 -0.0462 -0.2865 0.0009
H 6.115889 -18.233559 -5.478350 -0.1145 -0.3099 0.0824 0.0000
H 13.288229 -19.683181 -2.167403 0.3163 0.4676 -0.4202 0.0006
H 14.717982 -19.723636 -8.380197 0.1918 0.0895 0.4456 -0.0002
H 16.987559 -16.772362 -7.605807 -1.3932 0.4644 0.2672 0.0201
H 16.909946 -18.728819 -6.387917 -0.8707 -0.3477 -0.0922 0.0036
H 8.641584 -11.177342 -9.066144 0.2727 -0.4688 -0.2428 -0.0012
H 7.750529 -10.782577 -4.004745 0.3121 -0.0398 0.3546 -0.0005
H 10.905865 -18.923688 -6.729026 0.3338 0.1012 -0.2286 -0.0029
H 11.899493 -18.439582 -8.197386 0.0636 -0.0809 0.2341 -0.0007
H 9.385016 -14.566080 -2.139860 0.4815 -1.2930 -0.7571 0.0041
H 15.723719 -18.333495 -8.651824 0.1653 -0.1088 0.1367 -0.0042
H 15.633139 -19.898523 -5.982510 0.0564 -0.5316 0.0413 -0.0007
H 17.300163 -11.205075 -9.884781 0.4079 -0.4022 -0.1645 0.0075